Here is C12H38F9O19Pt2S3 as an isolated structure in a non-equilibrium geometry from OMol25. Energies are from the ωB97M-V functional and the def2-TZVPD basis.

Properties
strongest force on any atom = 0.1129 hartree/bohr
⟨S²⟩ = 8.76
HOMO energy (alpha / beta) = -0.2498 / -0.3495 hartree
Kohn-Sham gap (alpha / beta) = 4.98 / 5.90 eV

ORCA input file:
```
! RIJCOSX wB97M-V def2-TZVPD def2/J DEFGRID3
* xyz 0 6
Pt 16.43500 -19.24626 0.80069
Pt 19.69831 -17.13451 4.02310
C 15.84946 -14.81981 2.37204
F 15.92503 -13.89444 3.33338
F 14.62559 -14.97708 1.94744
F 16.71257 -14.54984 1.32978
S 16.34199 -16.54873 3.17126
O 16.21391 -17.52297 2.08227
O 17.70080 -16.55196 3.73798
O 15.29476 -16.71414 4.16094
C 20.79534 -17.78451 -0.68657
F 20.19122 -17.61842 -1.85638
F 21.22609 -18.99197 -0.47513
F 21.85637 -17.00254 -0.54336
S 19.44185 -17.43248 0.68060
O 20.21939 -17.41581 1.90976
O 18.83801 -16.10279 0.41410
O 18.47135 -18.49545 0.64723
C 18.19308 -21.61898 4.71043
F 17.56138 -22.73593 4.30676
F 17.33040 -20.91510 5.56115
F 19.28790 -22.02889 5.39519
S 18.76573 -20.51690 3.22299
O 20.04097 -21.13942 2.82159
O 17.72772 -20.64994 2.21225
O 18.88811 -19.13623 3.78278
O 19.34033 -22.08978 -0.03182
H 18.62076 -22.65260 0.25398
H 19.50158 -21.50985 0.71243
O 23.11705 -21.38434 2.24262
H 23.22702 -20.96000 1.39168
H 22.45502 -22.05878 2.09068
O 14.73731 -19.94989 7.51027
H 13.89844 -20.19775 7.89898
H 15.22299 -20.77198 7.44325
O 15.06143 -20.19381 2.24853
H 14.93986 -21.14278 2.27866
H 14.78783 -19.88923 3.11375
O 14.93803 -23.14619 5.09583
H 14.80974 -23.02122 6.03613
H 15.88841 -23.17041 4.98442
O 16.16868 -21.41842 -0.21368
H 15.73501 -21.55477 -1.05603
H 16.38835 -22.29968 0.08859
O 22.18198 -20.75945 4.67655
H 22.26310 -20.94617 3.74125
H 21.66311 -21.48578 5.02216
C 18.22907 -24.13093 7.35427
C 17.80464 -25.04152 8.48753
C 18.44809 -24.64189 9.79523
O 16.41909 -25.10289 8.58078
H 17.86102 -24.45125 6.37958
H 19.31792 -24.17235 7.32593
H 17.93457 -23.09312 7.51023
H 18.17672 -26.03664 8.24385
H 18.02016 -23.76652 10.28382
H 19.49523 -24.38609 9.63350
H 18.46704 -25.55396 10.39179
H 16.26993 -25.65263 9.35353
C 23.97308 -23.50539 7.61676
C 22.51608 -23.37242 7.27760
C 21.80406 -22.13208 7.77698
O 22.29259 -23.36354 5.91087
H 24.27524 -24.54218 7.46886
H 24.12842 -23.24429 8.66356
H 24.59533 -22.86196 6.99475
H 22.05686 -24.26554 7.70134
H 20.78685 -22.15301 7.38592
H 22.23633 -21.24821 7.30790
H 21.77782 -21.95114 8.85154
H 22.33343 -24.21703 5.47329
C 20.37917 -24.32252 2.03881
C 20.07764 -25.60506 2.82867
C 19.22458 -26.55434 1.95893
O 21.30135 -26.29270 3.03754
H 20.78622 -24.37523 1.02905
H 21.17596 -23.73731 2.49789
H 19.46162 -23.73567 2.08106
H 19.63129 -25.43865 3.80906
H 18.85381 -27.35374 2.60048
H 19.90817 -26.77611 1.13941
H 18.30322 -26.06771 1.63892
H 21.75369 -26.20726 2.19511
*
```